ORCA calculation (wB97M-V/def2-TZVPD) on the ion H2N2O4P with charge -1 in a non-equilibrium geometry.

Geometry as XYZ:
```
9
Properties=species:S:1:pos:R:3:forces:R:3:nbo_charge:R:1
P -1.453 -0.792 -0.060 -1.4 -1.8 8.9 2.158
O -2.073 1.859 0.213 -0.9 -0.5 -0.2 -0.495
O -1.984 -1.607 -1.149 0.3 0.0 -0.7 -1.096
O -1.511 -1.298 1.756 0.2 2.0 -7.2 -1.110
O -3.748 0.680 -0.457 -2.8 0.1 -0.6 -0.374
N -2.645 0.790 -0.081 4.3 0.1 0.7 0.315
N 0.012 -0.077 -0.218 0.8 0.5 -0.7 -1.201
H 0.431 0.397 0.577 -0.6 -0.5 0.1 0.419
H 0.048 0.553 -1.003 0.1 0.0 -0.4 0.383
```
Forces are in eV/Å.

SMILES: N[P@@](=O)([O-])[N+](=O)[O-]
E_LUMO, eV: 4.06
Orbital gap, eV: 8.75
Charge: -1

***

ORCA calculation (wB97M-V/def2-TZVPD) on a cluster of 2 separate species, H2N2O4S in total in a non-equilibrium geometry.

Geometry as XYZ:
```
9
Properties=species:S:1:pos:R:3:forces:R:3:nbo_charge:R:1
S -1.776 -0.570 -0.059 2.2 -1.8 -0.4 2.422
O -1.642 -0.267 1.413 -0.1 -0.1 -1.0 -1.096
O -2.928 0.037 -0.660 -1.9 1.3 -0.4 -1.076
O 2.031 0.169 0.683 -1.8 0.4 0.3 -0.545
O -1.779 -2.057 -0.321 0.0 1.0 0.7 -1.102
N -0.431 0.031 -0.900 0.3 -2.0 1.8 -1.134
N 1.019 0.927 0.576 1.2 0.8 -0.9 -0.134
H 0.183 -0.803 -0.645 -0.5 1.3 -0.9 0.320
H 0.128 0.648 1.015 0.5 -1.1 0.7 0.345
```
Forces are in eV/Å.

E_LUMO (spin up / spin down), eV: 7.08 / 7.08
Orbital gap (spin up / spin down), eV: 6.36 / 6.36
Charge: -2

***

Ordered energy relative to the best compared isomer or geometry (same formula, charge and spin) results: 268.6, 137.4; unit kJ/mol.